[1]
The following is a DFT calculation (ωB97M-V with the def2-TZVPD basis set) of a cluster of 2 separate species, C16H22Cl2N2O5 in total in a non-equilibrium geometry.

The geometry in ORCA input format:
```
! RIJCOSX wB97M-V def2-TZVPD def2/J DEFGRID3
* xyz 0 1
C -2.51640 3.54789 -0.12917
N -3.21496 2.34604 -0.58308
C -2.85507 1.44657 -1.50906
O -3.55529 0.45078 -1.64567
C -1.58857 1.59843 -2.39238
C -0.33817 0.98242 -1.73008
C -0.45580 -0.49225 -1.29634
C -0.77952 -1.43126 -2.45927
C 0.88611 -0.93753 -0.71281
N -1.24190 2.97004 -2.79207
C -2.01166 3.76173 -3.53853
C -1.44339 5.12181 -3.87061
O -3.12044 3.44505 -3.94116
H -2.90619 3.85153 0.84409
H -1.44845 3.35348 -0.03209
H -2.67836 4.36111 -0.83865
H -4.09096 2.12686 -0.13386
H -1.79699 1.04297 -3.30826
H -0.08667 1.57331 -0.84849
H 0.49227 1.06361 -2.43327
H -1.21847 -0.59262 -0.52411
H -0.79636 -2.46233 -2.10620
H -0.03344 -1.32966 -3.24761
H -1.76562 -1.19948 -2.86176
H 1.16010 -0.29707 0.12441
H 1.66432 -0.87879 -1.47443
H 0.81219 -1.96810 -0.36816
H -0.34009 3.32192 -2.52041
H -1.27037 5.67554 -2.95062
H -2.15811 5.66024 -4.49209
H -0.50867 5.00087 -4.41475
O 4.62139 -5.15836 3.60858
C 3.72646 -4.70794 4.30474
O 3.54363 -5.06150 5.59792
C 2.79275 -3.76063 3.71382
C 1.79403 -4.20460 2.83176
Cl 1.63619 -5.89482 2.40981
C 0.88928 -3.28728 2.29076
C 0.98036 -1.93147 2.61333
C 1.98562 -1.48105 3.47177
Cl 2.10657 0.22479 3.83927
C 2.88613 -2.39817 4.02926
O 3.85496 -1.93455 4.87701
H 4.26396 -5.67937 5.78886
H 0.11003 -3.63839 1.62047
H 0.27035 -1.22343 2.19636
H 3.74323 -0.97637 4.99277
*
```

Calculated values
Energy relative to the best compared isomer or geometry (same formula, charge and spin), kJ/mol: 28.3
SMILES: CNC(=O)[C@H](CC(C)C)NC(C)=O.O=C(O)c1c(Cl)ccc(Cl)c1O
E_HOMO, eV: -9.308

***

[2]
The following is a DFT calculation (ωB97M-V with the def2-TZVPD basis set) of a cluster of 2 separate species, C16H30ClINO4 in total.

The geometry in ORCA input format:
```
! RIJCOSX wB97M-V def2-TZVPD def2/J DEFGRID3
* xyz 0 2
C -2.12818 -2.41017 -0.38947
C -3.09014 -1.69570 -1.34767
C -3.06906 -0.15803 -1.25681
I -5.09657 0.59159 -1.12689
C -2.24548 0.56795 -2.34264
Cl -2.98365 0.09904 -3.94798
C -2.26107 2.10319 -2.33516
C -1.31334 2.82429 -1.35609
C -1.21984 4.29126 -1.77499
C -1.75937 2.76966 0.11562
N 0.04577 2.21775 -1.56296
O 0.70850 2.72418 -2.53424
C 0.21429 0.73350 -1.41032
C 1.64480 0.38481 -1.83790
C 0.05625 0.29215 0.04360
C -0.78331 0.07878 -2.39379
H -1.94532 -1.82783 0.51454
H -1.15709 -2.62464 -0.83653
H -2.54714 -3.36491 -0.07184
H -4.09877 -2.04710 -1.14889
H -2.88274 -1.97667 -2.38037
H -2.68766 0.14145 -0.28492
H -3.27785 2.46494 -2.17931
H -1.96076 2.41320 -3.33613
H -0.38696 4.77479 -1.26361
H -1.05794 4.40290 -2.84294
H -2.14536 4.79715 -1.49920
H -0.91323 2.68062 0.79481
H -2.45986 1.96198 0.32688
H -2.27585 3.69564 0.36681
H 2.32150 1.19523 -1.57252
H 1.97315 -0.52634 -1.33903
H 1.72747 0.24180 -2.91442
H -0.94006 0.42232 0.45196
H 0.75150 0.85345 0.67009
H 0.31827 -0.76225 0.12546
H -0.41846 0.30684 -3.39550
H -0.74118 -1.00493 -2.27716
C 3.76729 -4.30196 4.05199
C 3.86616 -3.68521 2.67572
O 2.83533 -2.69574 2.46610
C 3.07964 -1.49839 2.99564
O 4.07517 -1.16847 3.58774
O 2.02738 -0.71330 2.75314
C 2.15307 0.61839 3.26647
H 2.77580 -4.72645 4.21046
H 4.50202 -5.10274 4.14512
H 3.96851 -3.56055 4.82349
H 3.68624 -4.41988 1.89384
H 4.83688 -3.21841 2.51545
H 3.07101 1.08118 2.91007
H 2.15716 0.60553 4.35514
H 1.28309 1.15413 2.89911
*
```

Calculated values
E_HOMO (spin up / spin down), eV: -8.271 / -9.423
Expectation value of S²: 0.75

***

[3]
The following is a DFT calculation (ωB97M-V with the def2-TZVPD basis set) of the molecule C4H8O2 in a non-equilibrium geometry.

The geometry in ORCA input format:
```
! RIJCOSX wB97M-V def2-TZVPD def2/J DEFGRID3
* xyz 0 1
O -1.37247 0.02209 -1.37315
C 0.11719 0.22619 -0.96013
C 0.30901 1.05821 0.30345
C 0.14637 -0.00677 1.40070
O 0.77232 -1.15772 0.87441
C 0.43176 -1.18857 -0.50790
H -2.03037 0.21198 -0.67767
H 0.55571 0.59190 -1.88796
H -0.42340 1.86682 0.34453
H 1.31646 1.49585 0.35599
H -0.92485 -0.20121 1.58172
H 0.61567 0.25274 2.35494
H 1.16728 -1.80948 -1.03609
H -0.68068 -1.36204 -0.77283
*
```

Calculated values
Energy relative to the best compared isomer or geometry (same formula, charge and spin), kJ/mol: 239.6
SMILES: O[C@H]1CCOC1
E_HOMO, eV: -9.425

***

[4]
The following is a DFT calculation (ωB97M-V with the def2-TZVPD basis set) of the molecule C17H19NO4S2.

The geometry in ORCA input format:
```
! RIJCOSX wB97M-V def2-TZVPD def2/J DEFGRID3
* xyz 0 1
C -0.18346 -4.33022 -0.83661
C -0.41003 -4.09938 0.65313
C -1.76526 -4.61796 1.11842
O -0.23060 -2.70865 1.00313
C -1.02988 -1.77877 0.49053
O -1.93310 -1.97489 -0.27542
C -0.61645 -0.40865 1.03749
C 0.84109 -0.08467 0.66979
C 0.96997 0.53924 -0.69468
C 2.23649 0.68175 -1.25316
C 2.40736 1.27836 -2.48657
C 1.30338 1.74153 -3.18483
C 0.04259 1.60721 -2.63851
C -0.13600 1.01489 -1.39273
C -1.52210 0.88221 -0.82508
N -1.52471 0.61545 0.59410
S -1.68798 1.93976 1.57600
O -1.61635 1.47931 2.92969
O -2.83495 2.66728 1.13200
C -0.27001 2.97981 1.29416
C 0.83350 3.09437 2.08303
C 1.77872 3.99879 1.55455
C 1.36495 4.55025 0.38219
S -0.18691 3.98696 -0.09341
H -0.98145 -3.87323 -1.41494
H 0.76689 -3.89963 -1.14494
H -0.16724 -5.39772 -1.03736
H 0.38796 -4.58506 1.22759
H -2.56374 -4.15440 0.54602
H -1.91061 -4.39325 2.17251
H -1.80705 -5.69453 0.97862
H -0.72043 -0.45715 2.12653
H 1.43860 -0.99741 0.72190
H 1.24551 0.61231 1.40951
H 3.09405 0.31766 -0.70532
H 3.39770 1.38182 -2.90380
H 1.42786 2.20841 -4.15005
H -0.82306 1.96990 -3.17260
H -2.10047 1.79684 -0.97186
H -2.05134 0.06257 -1.32526
H 0.93927 2.56008 3.00954
H 2.71644 4.22694 2.02755
H 1.88085 5.26189 -0.23083
*
```

Calculated values
Energy relative to the best compared isomer or geometry (same formula, charge and spin), kJ/mol: 12.5
SMILES: CC(C)OC(=O)[C@H]1Cc2ccccc2CN1S(=O)(=O)c1cccs1
E_HOMO, eV: -9.045

***

[5]
The following is a DFT calculation (ωB97M-V with the def2-TZVPD basis set) of a structure of composition C38H37CsN10O7Se2 in a non-equilibrium geometry.

The geometry in ORCA input format:
```
! RIJCOSX wB97M-V def2-TZVPD def2/J DEFGRID3
* xyz -2 1
Cs 0.45778 0.50553 0.41578
N 4.07213 1.88138 -2.08585
C 3.11280 3.00065 -2.05719
C 2.55085 3.25331 -0.64186
O 3.39676 3.01062 0.27977
N 1.34043 3.67468 -0.40633
C 0.35958 3.88680 -1.45115
C -1.04145 3.47199 -0.99361
O -2.02642 4.19742 -1.24146
O -1.11136 2.34114 -0.40796
H 3.53047 1.05138 -1.84538
H 4.59821 2.01866 -1.21877
H 2.34145 2.82745 -2.80729
H 3.64159 3.91030 -2.36593
H 0.52791 3.31386 -2.37938
H 0.30985 4.94116 -1.75382
O 0.49180 4.56487 7.46218
N -0.39719 4.88967 6.69625
O -1.04734 5.91143 6.81120
C -0.66078 4.01801 5.52637
C -1.87949 4.14874 4.97093
C -2.28255 3.29389 3.89996
C -3.52352 3.44058 3.25687
C -3.83904 2.59122 2.23801
C -2.92788 1.56785 1.91559
N -1.77869 1.39546 2.51866
C -1.42180 2.27960 3.46778
C -0.06652 2.22013 4.01077
N 0.77742 1.36208 3.41552
C 2.03921 1.35660 3.76825
C 2.53880 2.19279 4.77821
C 1.69127 3.05105 5.42042
C 0.33339 3.09199 5.04156
H -2.56395 4.89322 5.35195
H -4.19135 4.23994 3.55638
H -4.75221 2.69512 1.66943
H -3.16068 0.86933 1.11999
H 2.69086 0.67865 3.22641
H 3.59342 2.16968 5.01719
H 2.06130 3.70699 6.19117
O -0.01180 -2.20699 -0.09617
N 0.14136 -2.99161 0.85290
N 1.10997 -2.70355 1.68024
O 1.93689 -1.68863 1.58207
C 1.30479 -3.64451 2.72275
C 0.29687 -4.52813 3.11786
C 0.53467 -5.42743 4.14207
C 1.76231 -5.45516 4.79749
C 2.74745 -4.55918 4.41300
C 2.52549 -3.65138 3.38602
H -0.65657 -4.49647 2.61421
H -0.25563 -6.10644 4.44060
H 1.93872 -6.15595 5.60425
H 3.70518 -4.55439 4.92043
H 3.27744 -2.93475 3.08887
C 7.24894 0.36296 0.96294
Se 5.33965 0.56996 1.26428
C 4.92942 -1.32312 1.02228
C 4.76754 -1.72098 -0.44064
Se 2.91873 -1.56851 -1.08973
C 3.52669 -1.54431 -2.95231
H 7.70219 -0.27995 1.71774
H 7.69871 1.35321 1.01788
H 7.43405 -0.04532 -0.03057
H 4.01033 -1.51590 1.57500
H 5.73793 -1.88852 1.49187
H 5.07822 -2.75445 -0.60953
H 5.37293 -1.07472 -1.08002
H 4.21945 -2.36901 -3.12663
H 4.00559 -0.59691 -3.19743
H 2.65723 -1.68645 -3.59460
N -4.28177 -2.39655 -5.76016
C -5.55444 -2.60802 -6.24352
C -6.05565 -3.38161 -7.28417
C -7.42380 -3.34556 -7.48546
C -8.26233 -2.56476 -6.67486
C -7.75287 -1.79936 -5.64278
C -6.37668 -1.82113 -5.42624
N -5.61911 -1.15318 -4.47907
C -4.38663 -1.51692 -4.70991
C -3.20085 -1.04855 -3.97188
C -3.30885 0.03905 -3.11923
C -2.17139 0.48547 -2.45484
N -0.97997 -0.09439 -2.60761
C -0.88293 -1.14555 -3.41054
C -1.96063 -1.66195 -4.11529
H -3.42373 -2.76697 -6.12453
H -5.41067 -3.98493 -7.91025
H -7.85762 -3.93236 -8.28533
H -9.32801 -2.56439 -6.86566
H -8.39147 -1.19291 -5.01413
H -4.25818 0.53804 -2.98667
H -2.18346 1.33623 -1.77318
H 0.09436 -1.61055 -3.48614
H -1.81315 -2.53776 -4.73627
*
```

Calculated values
Energy relative to the best compared isomer or geometry (same formula, charge and spin), kJ/mol: 129.0
E_HOMO, eV: -1.492

***

[6]
The following is a DFT calculation (ωB97M-V with the def2-TZVPD basis set) of the molecule C3H4N2 in a non-equilibrium geometry.

The geometry in ORCA input format:
```
! RIJCOSX wB97M-V def2-TZVPD def2/J DEFGRID3
* xyz 0 1
C 0.53908 -0.27278 -0.73628
C 0.68839 1.11232 -0.37047
N -2.23264 -1.27158 1.03444
C -1.01480 -0.91519 0.88013
N -0.24164 -1.19604 -0.32542
H 1.22362 -0.48119 -1.54288
H 1.57566 1.69136 -0.73765
H -0.11593 1.67900 0.17952
H -0.42173 -0.34589 1.61861
*
```

Calculated values
Energy relative to the best compared isomer or geometry (same formula, charge and spin), kJ/mol: 545.7
E_HOMO, eV: -8.477

***

[7]
The following is a DFT calculation (ωB97M-V with the def2-TZVPD basis set) of a structure of composition C22H34BCl3CsF18GaLiMgN2NaO13PS2 in a non-equilibrium geometry.

The geometry in ORCA input format:
```
! RIJCOSX wB97M-V def2-TZVPD def2/J DEFGRID3
* xyz 1 1
C 0.56802 1.76607 2.06246
C -0.85911 2.16985 2.28916
C -1.86682 1.11446 2.97212
Ga -3.00818 0.22810 1.44267
C -4.50316 1.57314 1.05809
C -5.86011 0.86788 0.70905
C -6.64757 0.67574 2.05031
C -7.39507 -0.69034 1.95465
C -8.22863 -1.00418 3.21039
C -1.73159 0.01645 -0.14995
O -2.26709 -0.72179 -1.26789
N -3.15187 0.08018 -2.01681
O -4.21075 -0.40131 -1.99574
C -3.67674 -1.53480 2.26406
O -4.18639 -1.47872 3.32141
C -3.54579 -2.99210 1.65208
F -4.70307 -3.62480 1.94271
F -3.41892 -3.03055 0.33099
C -2.43081 -3.89336 2.33196
F -2.46676 -3.75152 3.66335
F -2.67903 -5.17067 2.09499
C -0.96727 -3.65570 1.83121
F -0.76496 -4.20226 0.66563
F -0.67390 -2.31661 1.86075
C 0.05053 -4.40013 2.86667
O 0.29104 -5.50313 2.74633
O 0.62266 -3.60550 3.86659
H 0.97847 1.57256 1.00643
H 1.28824 1.57613 2.95782
H -1.28154 3.19105 1.95289
H -2.51631 1.54691 3.74189
H -1.21024 0.25127 3.39146
H -4.65908 2.09124 2.01623
H -4.15067 2.26554 0.27921
H -5.71911 -0.11446 0.24308
H -6.44369 1.54756 0.07408
H -5.95875 0.65597 2.90968
H -7.35589 1.49502 2.23162
H -6.60997 -1.44349 1.80687
H -8.02845 -0.62367 1.05948
H -8.86177 -0.16856 3.52922
H -7.58721 -1.36947 4.02299
H -8.89766 -1.84350 2.96404
H -1.53147 1.04650 -0.52727
H -0.73071 -0.37904 0.10112
H -0.15582 -3.12746 4.22097
Cs 0.52513 -0.08701 3.42373
F 1.54269 5.92695 1.58924
P 2.39447 4.95068 0.63258
F 3.47662 6.27077 0.45945
F 2.65644 3.35564 0.46054
F 2.65267 5.07073 -0.95953
F 0.85176 4.64423 0.26660
F 3.24697 4.57422 1.93551
C 2.58636 -4.13363 7.45818
Cl 4.32253 -3.83403 7.39635
Cl 2.15029 -4.99148 8.93266
Cl 1.68855 -2.60944 7.33798
H 2.31637 -4.75180 6.61038
C 0.75902 -3.78013 -2.71503
C 0.56696 -2.28064 -2.81563
O 1.81992 -1.58511 -2.63007
C 2.64045 -1.57974 -3.66515
O 2.42690 -2.08865 -4.74825
O 3.74694 -0.93579 -3.32723
C 4.76400 -0.92422 -4.34262
H 1.25534 -4.04079 -1.77848
H -0.20174 -4.29160 -2.76047
H 1.38518 -4.15753 -3.52325
H -0.09411 -1.94780 -2.01684
H 0.10206 -1.99665 -3.76003
H 4.37340 -0.55480 -5.29000
H 5.18064 -1.92440 -4.46331
H 5.55092 -0.25665 -4.00424
Na 0.24280 4.06943 1.95575
Mg 4.25092 7.81992 -0.43454
N 6.91588 5.67802 4.87174
S 8.32869 5.87679 4.17858
O 8.36961 6.84212 3.12029
O 9.12497 4.70785 4.02468
F 9.05730 6.63355 5.35272
S 5.86856 4.97744 3.93654
O 4.53313 5.08166 4.42809
O 6.22744 3.71856 3.37409
F 5.83265 5.94699 2.65199
C 0.79708 2.56042 -6.49686
C 1.66157 1.39373 -6.91714
O 2.74750 1.56808 -7.42239
C 1.11265 0.01063 -6.67759
H 1.31199 3.49263 -6.72583
H -0.14852 2.53866 -7.04050
H 0.60829 2.51639 -5.42223
H 0.18035 -0.12159 -7.22789
H 0.94167 -0.13802 -5.60985
H 1.82866 -0.73062 -7.02530
B 1.94494 -3.52051 -8.09932
F 1.91227 -4.87216 -7.69797
F 3.22410 -2.97537 -7.69779
F 1.79348 -3.39884 -9.46143
F 0.93357 -2.82206 -7.42178
Li 2.85467 -3.57944 -5.95815
*
```

Calculated values
Energy relative to the best compared isomer or geometry (same formula, charge and spin), kJ/mol: 341.7
E_HOMO, eV: -10.654

***

[8]
The following is a DFT calculation (ωB97M-V with the def2-TZVPD basis set) of a structure of composition C18H20IO4PdSb.

The geometry in ORCA input format:
```
! RIJCOSX wB97M-V def2-TZVPD def2/J DEFGRID3
* xyz 0 1
Pd -0.55409 -0.00216 0.21046
C -4.68352 -1.14324 0.14190
C -3.24009 -1.09556 -0.28643
O -2.48645 -0.47855 0.50311
C -2.82671 -1.74634 -1.49357
C -3.71470 -2.65633 -2.12418
C -3.36974 -3.33652 -3.25450
C -2.09836 -3.11611 -3.81954
C -1.21937 -2.23395 -3.26325
C -1.54678 -1.50120 -2.08660
O -0.69622 -0.62523 -1.68629
H -4.82305 -0.46996 0.98295
H -4.94539 -2.15485 0.45603
H -5.34633 -0.86411 -0.67526
H -4.68713 -2.82909 -1.68454
H -4.05718 -4.03673 -3.70779
H -1.80986 -3.65993 -4.71107
H -0.24448 -2.05399 -3.69483
I 8.25399 0.61044 -1.20173
C 6.22436 0.33959 -0.77323
C 5.77230 -0.90825 -0.36862
C 4.42714 -1.08143 -0.08524
C 3.53911 -0.02116 -0.21410
C 4.00590 1.22152 -0.62572
C 5.35136 1.40957 -0.90160
C 2.09043 -0.23907 0.10129
O 1.69717 -1.26175 0.65624
O 1.28544 0.72785 -0.23328
H 6.46264 -1.73490 -0.27275
H 4.04596 -2.03900 0.24339
H 3.30477 2.03780 -0.73396
H 5.71584 2.37757 -1.21680
C -0.90130 1.55951 4.37765
Sb -0.62389 1.56855 2.26379
C 0.91975 3.01568 2.09171
C -2.27044 2.82361 1.75413
H -0.98264 2.60091 4.68563
H -0.05366 1.09601 4.87732
H -1.81111 1.02663 4.64455
H 0.67619 3.89458 2.68690
H 1.01028 3.27871 1.03990
H 1.86813 2.59695 2.42389
H -2.16888 3.79714 2.23257
H -3.20466 2.36121 2.06873
H -2.28474 2.94558 0.67273
*
```

Calculated values
Energy relative to the best compared isomer or geometry (same formula, charge and spin), kJ/mol: 0.0
E_HOMO, eV: -8.067

***

[9]
The following is a DFT calculation (ωB97M-V with the def2-TZVPD basis set) of a cluster of 2 separate species, C4H7N2 in total in a non-equilibrium geometry.

The geometry in ORCA input format:
```
! RIJCOSX wB97M-V def2-TZVPD def2/J DEFGRID3
* xyz 1 1
C -0.25088 2.15872 -0.11508
C 1.65073 0.67758 0.57267
C -3.25597 -0.17442 -0.52755
C 2.21965 -0.35204 -0.17456
N 0.66767 1.43926 0.11649
N -2.19829 0.15143 0.00493
H 1.61377 0.81690 1.73399
H -3.80776 0.39195 -1.26508
H -3.79793 -1.12635 -0.39319
H 1.37450 -0.90719 -0.57134
H 2.72426 -0.10430 -1.13084
H 2.88711 -0.96445 0.43462
H -1.66270 1.11248 -0.10450
*
```

Calculated values
Energy relative to the best compared isomer or geometry (same formula, charge and spin), kJ/mol: 656.8
E_HOMO (spin up / spin down), eV: -13.177 / -13.141

***

Number 1: E_tot -2029.03702 Eh. Number 2: E_tot -1741.20735 Eh. Number 3: E_tot -307.62119 Eh. Number 4: E_tot -1811.29876 Eh. Number 5: E_tot -7367.40537 Eh. Number 6: E_tot -226.01732 Eh. Number 7: E_tot -8601.46080 Eh. Number 8: E_tot -1664.68567 Eh. Number 9: E_tot -265.65832 Eh.